41
Properties=species:S:1:pos:R:3 method="wB97M-V/def2-TZVPD" total_charge=-2 homo_ev=0.0 relative_energy_kj_mol=158.9
Pd 0.877 -0.665 -0.981
Cl 1.245 -2.108 2.432
C 2.295 -2.667 1.095
C 2.054 -2.203 -0.186
C 2.936 -2.749 -1.139
Cl 2.775 -2.176 -2.780
C 3.916 -3.686 -0.858
Cl 4.933 -4.351 -2.104
C 4.097 -4.111 0.462
Cl 5.324 -5.278 0.855
C 3.279 -3.588 1.450
Cl 3.502 -4.111 3.100
O -2.550 2.784 -5.332
C -2.788 2.905 -4.090
O -3.652 3.624 -3.567
C -2.005 2.004 -3.149
C -2.303 1.934 -1.809
N -1.500 0.999 -1.275
N -0.661 0.456 -2.162
C -0.947 1.060 -3.317
C -0.170 0.694 -4.554
O -0.599 1.260 -5.662
O 0.784 -0.040 -4.530
H -1.323 1.996 -5.487
H -3.041 2.475 -1.242
H -1.386 0.697 -0.326
C -1.771 -0.251 2.742
C -0.876 0.990 2.859
C -0.083 0.959 4.171
C -1.734 2.259 2.801
C 0.072 1.006 1.727
N 0.833 0.966 0.856
H -2.487 -0.256 3.570
H -1.181 -1.162 2.765
H -2.327 -0.249 1.802
H -0.785 0.942 5.010
H 0.552 1.842 4.258
H 0.552 0.077 4.221
H -2.371 2.304 3.688
H -2.377 2.265 1.918
H -1.109 3.153 2.769